DFT (wB97M-V/def2-TZVPD) results for a 10-piece molecular cluster, C59H45F3O41PSi overall at a distorted geometry.

Element x y z (Å)
P: -0.695 0.914 2.592
Si: 2.341 1.842 2.831
F: 2.262 -1.917 3.558
F: 3.505 -2.767 1.995
F: 2.002 -1.287 1.412
O: 2.078 7.523 -8.678
O: 0.605 -6.224 3.224
O: 1.035 2.442 -7.633
O: -3.248 6.233 3.338
O: 2.015 4.141 4.204
O: 1.359 -8.660 7.860
O: 3.456 -2.745 9.098
O: -7.811 5.440 -7.484
O: -8.109 1.924 -10.576
O: -0.807 0.697 8.384
O: 1.704 -2.206 11.076
O: 0.898 0.089 6.380
O: -1.372 0.012 1.366
O: 2.729 2.984 -9.659
O: -10.803 2.037 -10.652
O: 3.774 4.248 2.879
O: -5.481 2.972 -6.910
O: -2.417 -0.930 4.729
O: -1.242 1.047 -6.363
O: 9.230 -5.652 0.465
O: 6.707 -2.137 3.512
O: -1.078 -5.624 5.249
O: 1.277 -4.091 -3.132
O: 3.093 -9.194 5.866
O: -3.959 -1.147 2.528
O: 3.336 -4.662 -4.780
O: 6.533 -5.640 0.396
O: 4.225 -1.280 -0.811
O: -2.601 3.696 2.633
O: -4.591 -5.642 3.703
O: -0.884 2.742 -4.298
O: -5.094 4.728 -4.903
O: -2.518 5.184 -1.802
O: -3.074 7.729 -1.103
O: -3.118 -5.398 5.949
O: 9.402 -2.092 3.513
O: -0.226 -0.117 3.796
O: -1.786 1.780 3.123
O: 6.258 -1.783 -2.507
O: -10.509 5.494 -7.495
O: 0.452 6.977 -6.595
C: 1.270 3.618 -7.839
C: -4.117 -4.539 3.923
C: -2.213 1.910 -6.040
C: 2.428 -1.910 8.866
C: 3.564 -3.868 -3.885
C: -4.127 3.842 -5.207
C: -4.333 -3.397 3.042
C: 5.072 -2.381 -2.696
C: 9.410 -3.865 1.987
C: 2.676 -2.662 -1.917
C: -3.175 7.070 1.142
C: 1.869 6.346 -8.449
C: -4.406 2.907 -6.337
C: 2.799 3.617 3.330
C: 7.182 -4.765 1.183
C: 2.467 5.270 -9.237
C: -2.916 -2.015 4.528
C: -8.491 4.581 -8.263
C: 2.241 -1.342 7.671
C: 0.685 1.895 1.865
C: 6.524 -3.887 1.947
C: 0.690 4.693 -7.037
C: -3.069 6.021 2.156
C: 0.203 -0.154 8.604
C: 7.259 -2.946 2.789
C: 3.987 -2.047 -1.723
C: 1.914 -7.724 4.477
C: -2.663 5.396 -0.606
C: 0.084 -7.115 6.625
C: -2.534 4.356 0.399
C: 2.471 -3.512 -2.927
C: 0.812 -6.784 4.282
C: -7.867 3.685 -9.033
C: -9.983 4.674 -8.226
C: -2.985 6.784 -0.149
C: 1.503 -1.649 10.011
C: 0.391 -0.727 9.799
C: 3.703 0.879 1.907
C: 8.754 -2.984 2.749
C: 0.968 5.971 -7.316
C: -3.369 1.951 -6.712
C: 8.676 -4.822 1.163
C: -2.720 4.636 1.699
C: 2.894 -1.584 2.392
C: -2.974 3.802 -4.531
C: 3.964 -0.493 2.669
C: 2.088 -8.328 5.657
C: -10.750 3.771 -9.082
C: -0.090 -6.507 5.445
C: -1.944 2.829 -4.889
C: 4.868 -3.235 -3.705
C: -2.721 -3.155 5.423
C: -8.633 2.766 -9.871
C: 1.115 -0.437 7.452
C: -3.775 -2.209 3.318
C: -10.125 2.878 -9.854
C: 2.192 3.993 -8.955
C: -3.281 -4.337 5.146
C: 1.170 -8.072 6.811
H: 3.365 -3.017 10.031
H: -0.518 1.218 -5.730
H: -2.762 4.474 -3.708
H: 3.130 5.553 -10.042
H: -5.818 4.551 -5.534
H: 8.705 -1.576 3.962
H: -10.123 1.497 -11.100
H: 2.902 -1.524 6.835
H: 0.813 1.636 0.783
H: -2.897 7.266 -1.944
H: -6.789 3.606 -9.066
H: -4.954 -3.553 2.170
H: -0.562 -6.926 7.471
H: -11.827 3.861 -9.059
H: -8.491 5.976 -7.031
H: -0.983 -5.333 4.320
H: 4.681 1.413 1.853
H: -2.284 3.361 0.055
H: 1.392 -4.658 -3.918
H: -2.781 4.144 3.482
H: 5.645 -3.486 -4.414
H: -3.452 -0.413 2.937
H: 7.231 -6.159 -0.048
H: 0.347 2.963 1.870
H: -0.675 -0.511 0.931
H: -2.113 -2.998 6.303
H: 2.569 -7.903 3.636
H: -3.621 -6.120 5.525
H: 4.988 -0.873 2.492
H: 10.490 -3.904 1.951
H: -3.577 1.292 -7.544
H: -0.191 0.322 4.663
H: -0.726 0.970 7.449
H: -0.261 -0.534 10.640
H: 5.445 -3.837 1.971
H: 2.086 1.105 4.090
H: 0.039 4.409 -6.221
H: 6.144 -1.220 -1.716
H: 3.875 -0.249 3.757
H: -3.410 8.069 1.482
H: 2.372 2.167 -9.259
H: 2.996 -9.488 6.792
H: 0.802 7.795 -6.997
H: 3.415 0.666 0.845
H: 1.896 -2.399 -1.216

Output
Kohn-Sham gap ... 4.1 eV
LUMO ... -0.540 eV
Net charge ... -1

DFT (wB97M-V/def2-TZVPD) results for C17H32NOPPb as an isolated structure at a distorted geometry.

Element x y z (Å)
Pb: -0.594 0.084 0.402
P: 0.772 2.064 -1.125
O: 0.940 -0.480 2.980
N: 0.675 -1.986 -1.138
C: 0.233 1.342 4.520
C: 1.275 -1.489 -2.389
C: -1.803 -2.444 -1.643
C: -0.389 -2.996 -1.386
C: -2.662 -1.002 -3.505
C: -0.954 -0.873 4.390
C: -0.845 2.540 -1.885
C: 1.843 2.113 -2.603
C: -1.523 1.297 -2.419
C: -1.404 0.082 -1.740
C: 1.722 -2.532 -0.255
C: -2.830 0.225 -4.145
C: -2.285 1.383 -3.597
C: -1.931 -1.085 -2.301
C: 1.228 3.572 -0.202
C: 1.370 -0.750 5.316
C: 0.392 -0.164 4.302
H: -1.678 -0.413 3.701
H: 1.224 0.372 2.577
H: -0.460 1.772 3.783
H: 0.489 3.744 0.598
H: -0.423 -3.662 -0.509
H: -0.080 -3.606 -2.256
H: 1.204 1.861 4.452
H: 1.000 -0.617 6.339
H: -0.368 1.460 1.666
H: -1.446 3.052 -1.114
H: -2.296 -3.178 -2.295
H: 1.284 4.446 -0.874
H: 2.446 -1.737 -0.027
H: 1.261 -2.905 0.673
H: 2.251 -3.364 -0.752
H: -0.838 -1.928 4.119
H: 0.514 -1.021 -3.030
H: 1.464 1.439 -3.390
H: -3.096 -1.925 -3.906
H: 1.908 3.138 -3.015
H: 2.059 -0.758 -2.144
H: -1.350 -0.814 5.412
H: -2.352 -2.466 -0.686
H: 2.351 -0.262 5.246
H: -0.171 1.537 5.526
H: 2.216 3.395 0.261
H: -2.406 2.365 -4.051
H: -3.397 0.283 -5.070
H: 2.855 1.777 -2.320
H: 1.513 -1.823 5.136
H: -0.646 3.266 -2.683
H: 1.738 -2.328 -2.943

Output
Kohn-Sham gap ... 6.4 eV
LUMO ... 0.317 eV